# 1
{
  "formula": "C49H45N4P2RhS2Si",
  "method": "ωB97M-V/def2-TZVPD",
  "s2": 6.0240,
  "relative_energy_kj_mol": 0.0,
  "mol_weight_g_mol": 947.0,
  "multiplicity": 5,
  "e_homo_ev": [-5.101, -7.066],
  "gap_ev": [5.388, 5.830],
  "e_tot_ha": -3992.43481,
  "species": ["Rh", "C", "Si", "C", "C", "C", "C", "C", "C", "P", "C", "C", "C", "C", "C", "C", "C", "C", "C", "C", "C", "C", "C", "C", "C", "C", "C", "C", "P", "C", "C", "C", "C", "C", "C", "C", "C", "C", "C", "C", "C", "H", "H", "H", "H", "H", "H", "H", "H", "H", "H", "H", "H", "H", "H", "H", "H", "H", "H", "H", "H", "H", "H", "H", "H", "H", "H", "H", "H", "H", "H", "H", "N", "C", "S", "C", "C", "C", "N", "C", "C", "H", "H", "H", "H", "H", "H", "C", "H", "H", "H", "C", "C", "C", "C", "N", "C", "S", "N", "H", "H", "H", "H", "H"],
  "positions_angstrom": [[-0.763, -0.223, 0.549], [4.905, -1.666, -0.456], [3.162, -0.987, -0.280], [2.871, 0.276, -1.662], [4.047, 0.875, -2.127], [4.059, 1.832, -3.130], [2.867, 2.204, -3.720], [1.684, 1.619, -3.294], [1.663, 0.670, -2.269], [0.030, -0.060, -1.813], [-1.131, 1.010, -2.728], [-1.296, 2.319, -2.280], [-2.130, 3.199, -2.951], [-2.807, 2.770, -4.088], [-2.655, 1.464, -4.535], [-1.822, 0.581, -3.857], [-0.025, -1.627, -2.735], [0.804, -1.874, -3.827], [0.705, -3.074, -4.517], [-0.224, -4.028, -4.126], [-1.055, -3.784, -3.040], [-0.952, -2.590, -2.342], [3.175, 0.004, 1.354], [4.275, 0.862, 1.445], [4.479, 1.705, 2.529], [3.578, 1.697, 3.579], [2.478, 0.855, 3.526], [2.265, 0.024, 2.429], [0.730, -0.951, 2.323], [1.296, -2.672, 2.503], [0.413, -3.704, 2.192], [0.809, -5.026, 2.327], [2.091, -5.328, 2.767], [2.972, -4.304, 3.086], [2.575, -2.980, 2.961], [-0.125, -0.663, 3.913], [-0.951, 0.453, 4.042], [-1.603, 0.709, 5.239], [-1.447, -0.154, 6.315], [-0.634, -1.272, 6.191], [0.026, -1.525, 4.997], [5.717, -0.953, -0.322], [5.018, -2.127, -1.441], [5.035, -2.451, 0.293], [4.998, 0.584, -1.699], [4.995, 2.274, -3.447], [2.844, 2.942, -4.511], [0.766, 1.918, -3.777], [-0.751, 2.668, -1.414], [-2.250, 4.212, -2.579], [-3.458, 3.453, -4.618], [-3.186, 1.126, -5.416], [-1.714, -0.434, -4.216], [1.531, -1.132, -4.135], [1.355, -3.262, -5.361], [-0.298, -4.964, -4.665], [-1.777, -4.527, -2.728], [-1.584, -2.412, -1.479], [5.001, 0.892, 0.641], [5.339, 2.361, 2.547], [3.723, 2.344, 4.435], [1.771, 0.857, 4.345], [-0.582, -3.477, 1.830], [0.117, -5.821, 2.080], [2.402, -6.360, 2.863], [3.970, -4.535, 3.436], [3.267, -2.186, 3.214], [-1.086, 1.125, 3.204], [-2.240, 1.579, 5.325], [-1.964, 0.041, 7.246], [-0.514, -1.951, 7.024], [0.655, -2.402, 4.914], [-0.050, 6.706, -0.140], [-1.221, 5.967, -0.088], [-2.642, 6.648, -0.681], [-1.124, 4.636, 0.397], [0.124, 3.973, 0.624], [0.154, 2.638, 0.904], [-0.964, 1.867, 1.014], [-2.167, 2.516, 0.933], [-2.284, 3.837, 0.645], [-0.206, 7.679, -0.353], [0.625, 6.546, 0.592], [1.069, 4.484, 0.503], [1.102, 2.122, 1.021], [-3.041, 1.898, 1.090], [-3.261, 4.292, 0.568], [2.129, -2.530, -0.497], [2.258, -2.837, -1.540], [1.062, -2.445, -0.308], [2.528, -3.324, 0.136], [-7.140, -1.752, -0.847], [-5.789, -1.107, -0.812], [-5.491, 0.028, -1.556], [-4.211, 0.535, -1.450], [-3.294, -0.025, -0.666], [-3.682, -1.096, 0.037], [-2.469, -1.749, 1.121], [-4.881, -1.667, -0.010], [-7.769, -1.326, -1.627], [-7.634, -1.618, 0.116], [-7.033, -2.824, -1.009], [-6.227, 0.494, -2.195], [-3.902, 1.417, -1.999]]
}

=====

# 2
{
  "formula": "C49H46ClF3I2N3O8P3S3Y",
  "method": "ωB97M-V/def2-TZVPD",
  "s2": 0.7548,
  "relative_energy_kj_mol": 477.1,
  "mol_weight_g_mol": 1429.2,
  "charge": -2,
  "multiplicity": 2,
  "e_homo_ev": [-2.965, -2.964],
  "gap_ev": [6.498, 3.956],
  "e_tot_ha": -6273.44326,
  "species": ["Y", "O", "C", "N", "C", "C", "C", "C", "C", "C", "N", "C", "C", "C", "C", "C", "N", "H", "H", "H", "H", "H", "H", "H", "H", "H", "H", "C", "C", "O", "P", "S", "S", "O", "C", "C", "H", "H", "H", "H", "H", "H", "H", "H", "H", "H", "F", "C", "F", "F", "S", "O", "O", "O", "I", "I", "C", "P", "C", "C", "C", "C", "C", "C", "C", "C", "C", "C", "C", "C", "P", "C", "C", "C", "C", "C", "C", "C", "C", "C", "C", "C", "C", "H", "H", "H", "H", "H", "H", "H", "H", "H", "H", "H", "H", "H", "H", "H", "H", "H", "H", "H", "H", "H", "H", "Cl", "C", "C", "C", "C", "C", "C", "C", "O", "O", "H", "H", "H", "H"],
  "positions_angstrom": [[-11.571, -20.214, -9.600], [-12.459, -20.350, -13.990], [-12.090, -20.031, -12.845], [-11.680, -20.789, -11.876], [-11.581, -22.235, -12.310], [-10.875, -22.992, -11.236], [-10.383, -24.273, -11.410], [-9.747, -25.013, -10.386], [-9.607, -24.384, -9.128], [-10.160, -23.160, -8.968], [-10.817, -22.501, -9.939], [-12.016, -18.542, -12.443], [-11.854, -17.618, -13.459], [-11.332, -16.336, -13.107], [-11.060, -16.067, -11.789], [-11.370, -17.032, -10.872], [-11.679, -18.234, -11.163], [-10.967, -22.308, -13.200], [-12.541, -22.721, -12.499], [-10.470, -24.692, -12.433], [-9.380, -25.966, -10.624], [-9.033, -24.879, -8.371], [-10.073, -22.551, -7.964], [-12.007, -17.864, -14.490], [-11.090, -15.700, -13.978], [-10.581, -15.191, -11.405], [-11.161, -16.813, -9.833], [-15.247, -20.503, -2.928], [-14.550, -19.916, -4.150], [-14.164, -20.897, -5.082], [-12.490, -21.029, -5.445], [-12.602, -21.737, -7.429], [-16.412, -17.363, -7.405], [-12.135, -22.472, -4.722], [-12.871, -23.615, -5.053], [-12.569, -24.591, -3.896], [-15.752, -19.666, -2.437], [-14.556, -21.104, -2.271], [-16.063, -21.176, -3.185], [-13.731, -19.400, -3.712], [-15.211, -19.178, -4.606], [-12.481, -23.959, -5.973], [-13.874, -23.269, -5.125], [-11.529, -24.927, -3.742], [-13.178, -25.547, -3.951], [-12.883, -24.014, -2.983], [-10.994, -15.801, -7.290], [-11.756, -16.570, -6.481], [-12.444, -15.673, -5.702], [-11.001, -17.227, -5.618], [-12.852, -17.546, -7.541], [-13.328, -16.477, -8.367], [-13.789, -18.124, -6.608], [-11.946, -18.477, -8.158], [-8.671, -19.718, -9.163], [-7.120, -22.920, -11.229], [-17.493, -15.775, -11.361], [-16.261, -16.522, -10.221], [-15.163, -15.088, -9.975], [-15.140, -14.332, -8.806], [-14.241, -13.249, -8.762], [-13.256, -13.088, -9.731], [-13.236, -13.870, -10.862], [-14.255, -14.771, -11.071], [-17.266, -16.447, -8.702], [-17.843, -17.864, -8.373], [-19.154, -17.843, -7.700], [-19.715, -16.754, -7.190], [-19.193, -15.436, -7.475], [-18.125, -15.315, -8.296], [-17.328, -15.831, -13.154], [-16.539, -14.209, -13.384], [-15.570, -14.200, -14.397], [-14.813, -13.080, -14.631], [-14.923, -11.932, -13.853], [-15.937, -11.878, -12.871], [-16.723, -13.030, -12.635], [-19.142, -15.324, -13.658], [-19.443, -14.221, -14.485], [-20.771, -13.814, -14.730], [-21.742, -14.501, -14.048], [-21.482, -15.610, -13.342], [-20.158, -16.002, -13.049], [-17.851, -14.815, -11.000], [-18.420, -16.336, -11.139], [-15.836, -14.629, -7.963], [-14.177, -12.781, -7.812], [-12.563, -12.280, -9.456], [-12.529, -13.814, -11.667], [-14.223, -15.390, -11.939], [-17.741, -18.718, -9.017], [-19.651, -18.780, -7.539], [-20.621, -16.787, -6.571], [-19.769, -14.586, -7.224], [-17.766, -14.288, -8.576], [-15.370, -15.089, -15.041], [-14.000, -13.143, -15.317], [-14.251, -11.110, -13.941], [-16.029, -10.951, -12.283], [-17.407, -13.064, -11.778], [-18.602, -13.784, -15.021], [-21.152, -13.100, -15.395], [-22.803, -14.111, -14.199], [-22.315, -16.189, -12.906], [-20.005, -16.888, -12.393], [-19.147, -21.411, -6.038], [-17.896, -21.085, -7.258], [-16.592, -20.919, -6.850], [-15.629, -20.782, -7.782], [-15.958, -21.026, -9.138], [-17.233, -21.256, -9.541], [-18.270, -21.223, -8.624], [-14.929, -20.920, -10.232], [-15.206, -21.346, -11.361], [-13.864, -20.364, -9.899], [-16.267, -20.738, -5.879], [-14.593, -20.439, -7.541], [-17.475, -21.506, -10.611], [-19.268, -21.484, -8.937]]
}

=====

# 3
{
  "formula": "C49H47AlFGe2N5P2Se3",
  "method": "ωB97M-V/def2-TZVPD",
  "s2": 0.7541,
  "relative_energy_kj_mol": 0.0,
  "mol_weight_g_mol": 1196.0,
  "charge": 1,
  "multiplicity": 2,
  "e_homo_ev": [-9.868, -10.029],
  "gap_ev": [7.945, 5.739],
  "e_tot_ha": -14552.38745,
  "species": ["Al", "Se", "P", "C", "C", "C", "C", "C", "C", "C", "C", "C", "C", "C", "C", "C", "C", "N", "N", "N", "P", "Se", "C", "C", "C", "C", "C", "C", "C", "C", "C", "C", "C", "C", "H", "H", "H", "H", "H", "H", "H", "H", "H", "H", "H", "H", "H", "H", "H", "H", "H", "H", "H", "H", "F", "C", "N", "C", "Se", "N", "C", "C", "C", "C", "C", "C", "H", "H", "H", "H", "H", "H", "H", "H", "C", "Ge", "C", "C", "Ge", "C", "C", "C", "C", "C", "C", "C", "C", "C", "C", "C", "C", "H", "H", "H", "H", "H", "H", "H", "H", "H", "H", "H", "H", "H", "H", "H", "H", "H", "H", "H"],
  "positions_angstrom": [[-0.572, 0.287, -1.687], [-2.148, -3.040, 4.144], [-1.214, -1.163, 4.015], [-2.194, 0.163, 4.757], [-2.589, 1.298, 4.057], [-3.394, 2.248, 4.673], [-3.794, 2.072, 5.988], [-3.400, 0.939, 6.691], [-2.611, -0.017, 6.077], [0.411, -1.128, 4.810], [1.203, -2.273, 4.738], [2.438, -2.296, 5.361], [2.885, -1.183, 6.063], [2.103, -0.041, 6.128], [0.865, -0.010, 5.500], [-0.860, -0.553, 2.343], [-1.249, -0.859, 1.045], [-0.593, 0.030, 0.258], [0.154, 0.822, 1.020], [0.010, 0.488, 2.262], [-2.426, -1.913, 0.187], [-1.957, -1.707, -1.935], [-2.221, -3.617, 0.663], [-3.322, -4.408, 0.963], [-3.126, -5.732, 1.324], [-1.842, -6.253, 1.380], [-0.744, -5.460, 1.063], [-0.930, -4.141, 0.698], [-4.087, -1.326, 0.547], [-4.458, -1.105, 1.874], [-5.730, -0.638, 2.161], [-6.632, -0.398, 1.133], [-6.266, -0.625, -0.186], [-4.992, -1.085, -0.484], [-2.269, 1.454, 3.035], [-3.701, 3.129, 4.124], [-4.417, 2.816, 6.468], [-3.715, 0.799, 7.717], [-2.328, -0.915, 6.614], [0.834, -3.151, 4.221], [3.049, -3.189, 5.313], [3.844, -1.210, 6.566], [2.450, 0.827, 6.673], [0.259, 0.887, 5.547], [-4.321, -3.990, 0.943], [-3.976, -6.355, 1.571], [-1.692, -7.284, 1.672], [0.255, -5.873, 1.109], [-0.077, -3.515, 0.458], [-3.771, -1.321, 2.683], [-6.014, -0.466, 3.191], [-7.626, -0.034, 1.361], [-6.971, -0.443, -0.986], [-4.702, -1.252, -1.513], [-0.233, 0.375, -3.350], [-2.548, 2.058, -4.577], [-1.362, 2.854, -4.320], [-0.814, 3.109, -3.129], [-1.432, 2.565, -1.434], [0.296, 3.830, -3.314], [0.513, 4.016, -4.673], [1.513, 4.667, -5.383], [1.407, 4.644, -6.760], [0.342, 4.001, -7.408], [-0.657, 3.362, -6.699], [-0.546, 3.387, -5.315], [-3.008, 1.804, -3.627], [-2.261, 1.145, -5.096], [-3.246, 2.634, -5.183], [0.923, 4.078, -2.559], [2.330, 5.164, -4.882], [2.164, 5.135, -7.357], [0.302, 4.009, -8.489], [-1.480, 2.869, -7.198], [4.671, -1.486, -3.227], [2.742, -1.162, -3.348], [2.346, -0.196, -4.995], [1.748, -2.843, -3.338], [2.174, 0.163, -1.328], [2.653, 2.058, -1.498], [2.215, 3.020, -0.582], [2.580, 4.353, -0.727], [3.395, 4.745, -1.784], [3.842, 3.798, -2.696], [3.465, 2.467, -2.558], [3.023, -0.601, 0.238], [3.401, 0.171, 1.339], [4.059, -0.405, 2.413], [4.353, -1.763, 2.403], [3.971, -2.548, 1.325], [3.304, -1.969, 0.255], [4.947, -2.155, -4.045], [4.950, -1.951, -2.283], [5.233, -0.558, -3.336], [2.762, -0.774, -5.824], [2.792, 0.798, -5.012], [1.271, -0.097, -5.126], [2.015, -3.402, -4.237], [0.674, -2.655, -3.355], [1.976, -3.463, -2.472], [1.570, 2.728, 0.236], [2.233, 5.087, -0.010], [3.691, 5.782, -1.888], [4.493, 4.091, -3.511], [3.823, 1.745, -3.283], [3.176, 1.230, 1.366], [4.339, 0.204, 3.263], [4.877, -2.208, 3.239], [4.193, -3.607, 1.316], [3.006, -2.598, -0.577]]
}

=====

# 4
{
  "formula": "C49H47AsBCdN9O4",
  "method": "ωB97M-V/def2-TZVPD",
  "relative_energy_kj_mol": 590.4,
  "mol_weight_g_mol": 1024.1,
  "multiplicity": 1,
  "e_homo_ev": -5.748,
  "gap_ev": 5.852,
  "e_tot_ha": -5117.26832,
  "species": ["Cd", "C", "C", "N", "N", "C", "B", "N", "C", "C", "C", "N", "N", "C", "C", "C", "N", "H", "H", "H", "H", "H", "H", "H", "H", "H", "H", "C", "O", "C", "C", "C", "C", "C", "C", "N", "C", "N", "C", "C", "C", "C", "C", "C", "O", "C", "N", "C", "C", "C", "C", "C", "C", "O", "C", "H", "H", "H", "H", "H", "H", "H", "H", "H", "H", "H", "H", "H", "H", "H", "H", "H", "H", "H", "H", "H", "H", "O", "As", "C", "C", "C", "C", "C", "C", "C", "C", "C", "C", "C", "C", "C", "C", "C", "C", "C", "C", "H", "H", "H", "H", "H", "H", "H", "H", "H", "H", "H", "H", "H", "H", "H"],
  "positions_angstrom": [[10.711, 14.443, 13.669], [11.490, 19.269, 15.686], [10.438, 18.490, 16.273], [11.008, 16.869, 14.499], [11.281, 17.996, 13.697], [11.672, 19.105, 14.309], [10.773, 17.929, 12.232], [11.664, 16.922, 11.463], [12.164, 17.150, 10.231], [12.737, 15.954, 9.770], [12.412, 15.006, 10.738], [11.760, 15.577, 11.788], [9.345, 17.324, 12.313], [8.199, 17.905, 11.920], [7.129, 17.062, 12.243], [7.761, 15.927, 12.824], [9.084, 16.079, 12.841], [12.127, 19.958, 16.214], [10.375, 18.460, 17.349], [12.085, 19.833, 13.634], [10.726, 19.018, 11.692], [12.150, 18.097, 9.729], [13.290, 15.818, 8.847], [12.618, 13.937, 10.679], [8.200, 18.832, 11.354], [6.078, 17.219, 12.049], [7.276, 15.025, 13.167], [9.939, 15.569, 22.135], [10.417, 15.249, 20.817], [11.687, 14.827, 20.723], [12.606, 14.712, 21.764], [13.951, 14.473, 21.441], [14.358, 14.339, 20.131], [13.439, 14.305, 19.115], [12.128, 14.577, 19.374], [11.153, 14.718, 18.379], [11.087, 14.274, 17.120], [11.555, 12.987, 16.970], [11.889, 12.240, 15.830], [12.154, 12.824, 14.550], [12.824, 12.318, 13.481], [12.941, 10.852, 13.174], [12.310, 9.835, 14.990], [12.050, 10.832, 16.060], [11.878, 10.381, 17.347], [13.014, 9.634, 17.895], [10.511, 14.894, 16.099], [9.753, 16.038, 16.370], [10.093, 17.160, 15.601], [9.169, 18.313, 15.499], [7.972, 18.232, 16.250], [7.691, 17.163, 17.089], [8.554, 16.026, 17.144], [8.215, 14.908, 17.842], [7.173, 14.136, 17.147], [8.938, 15.984, 22.099], [10.600, 16.343, 22.562], [9.915, 14.660, 22.765], [12.292, 14.814, 22.821], [14.700, 14.396, 22.209], [15.419, 14.305, 19.912], [13.785, 14.172, 18.085], [10.396, 15.334, 18.690], [11.676, 12.454, 17.813], [13.235, 12.994, 12.720], [13.400, 10.645, 12.199], [12.201, 8.806, 15.379], [13.409, 8.907, 17.180], [12.640, 9.058, 18.762], [13.839, 10.317, 18.150], [11.823, 16.425, 14.931], [9.197, 18.797, 14.505], [7.261, 19.057, 16.201], [6.802, 17.135, 17.727], [6.397, 14.786, 16.729], [6.679, 13.489, 17.879], [7.708, 13.563, 16.360], [9.378, 12.593, 13.417], [9.726, 10.930, 13.227], [9.192, 10.638, 11.355], [9.606, 11.592, 10.423], [9.651, 11.284, 9.072], [9.323, 10.019, 8.602], [8.814, 9.086, 9.525], [8.700, 9.421, 10.884], [11.641, 10.021, 13.544], [13.730, 10.132, 14.340], [14.456, 8.922, 13.902], [13.948, 8.067, 12.974], [12.589, 7.977, 12.456], [11.542, 8.777, 12.732], [8.340, 9.908, 14.203], [7.208, 10.584, 14.652], [6.182, 9.866, 15.280], [6.250, 8.503, 15.466], [7.376, 7.837, 15.005], [8.458, 8.531, 14.424], [9.865, 12.601, 10.796], [9.933, 12.077, 8.367], [9.457, 9.739, 7.554], [8.558, 8.089, 9.193], [8.192, 8.724, 11.574], [14.293, 10.836, 14.961], [15.457, 8.685, 14.315], [14.649, 7.318, 12.563], [12.409, 7.123, 11.813], [10.565, 8.490, 12.304], [7.161, 11.653, 14.514], [5.265, 10.414, 15.566], [5.433, 7.936, 15.940], [7.438, 6.755, 15.125], [9.398, 8.003, 14.202]]
}